No. 1
Entry from the OMol25 dataset: a cluster of 10 separate species, C34H96N12O10 in total (wB97M-V/def2-TZVPD).

Structure (XYZ):
```
152
Properties=species:S:1:pos:R:3:forces:R:3
C 0.830 -1.317 5.127 0.98 0.65 0.31
O -0.389 -1.985 5.084 -0.34 -0.42 -0.06
C -1.105 -1.811 3.868 0.76 -0.61 -0.36
C -2.041 -3.012 3.662 -1.17 1.43 0.86
C -2.712 -2.951 2.301 0.39 -1.20 -0.67
N -3.134 -2.940 4.661 0.22 -0.05 0.57
H 0.753 -0.219 5.093 -0.30 -0.05 -0.49
H 1.522 -1.661 4.348 -0.11 0.15 -0.13
H 1.337 -1.472 6.084 -0.34 -0.50 0.05
H -1.606 -0.838 3.923 -0.48 -0.10 -0.21
H -0.445 -1.757 2.992 0.38 0.08 0.20
H -1.503 -3.940 3.850 0.14 0.02 -0.28
H -3.292 -2.040 2.154 0.20 0.14 -0.05
H -3.392 -3.791 2.141 -0.25 0.10 0.55
H -1.998 -3.147 1.492 0.15 0.70 0.01
H -3.403 -1.960 4.730 -0.28 -0.07 -0.23
H -2.743 -3.100 5.589 0.04 -0.24 -0.13
C -1.501 4.866 2.244 -0.72 0.00 -0.19
O -0.350 4.599 3.003 -0.14 -0.19 -0.17
C -0.381 5.252 4.254 0.07 0.19 0.19
C 0.609 4.578 5.194 0.90 -1.04 0.13
C 0.338 3.060 5.328 -0.16 1.04 -0.26
N 0.735 5.189 6.512 -0.91 0.33 0.12
H -1.594 5.934 2.025 -0.08 0.01 0.03
H -2.413 4.509 2.742 0.06 0.28 0.35
H -1.536 4.323 1.297 0.76 -0.01 -0.01
H -0.161 6.322 4.140 0.26 0.01 -0.09
H -1.386 5.243 4.699 -0.08 -0.38 -0.01
H 1.628 4.601 4.791 -0.18 0.44 -0.49
H -0.585 2.895 5.887 0.01 -0.19 0.03
H 1.183 2.584 5.820 -0.11 -0.10 0.13
H 0.233 2.679 4.313 -0.07 -0.30 0.12
H -0.159 5.079 6.992 0.18 -0.10 0.13
H 0.833 6.198 6.423 0.23 -0.08 -0.04
C 6.046 0.637 0.982 -0.04 1.52 0.43
O 5.390 1.483 0.045 -0.29 -1.06 0.02
C 5.340 0.902 -1.239 0.29 1.23 -0.94
C 4.662 1.898 -2.182 -0.07 -0.05 -1.00
C 5.411 3.216 -2.353 -0.25 0.77 0.92
N 3.258 2.178 -1.923 -0.39 0.00 0.53
H 7.098 0.555 0.705 0.07 -0.43 0.01
H 5.557 -0.311 1.199 -0.09 -0.13 -0.47
H 5.985 1.220 1.903 0.24 -0.20 0.19
H 6.354 0.817 -1.655 0.14 -0.43 0.27
H 4.836 -0.066 -1.288 -0.11 -0.09 0.34
H 4.621 1.467 -3.191 0.40 -0.47 0.17
H 5.214 3.839 -1.471 -0.12 0.02 -0.05
H 5.014 3.758 -3.209 0.05 -0.06 -0.05
H 6.501 3.206 -2.394 -0.02 -0.60 -0.28
H 2.772 1.287 -1.822 0.00 -0.04 0.02
H 3.143 2.666 -1.037 0.13 0.01 -0.05
C -0.206 1.430 1.216 -0.07 0.95 -0.97
O 0.557 0.350 1.663 -0.64 -0.75 0.18
C 1.444 -0.269 0.699 -0.37 1.56 0.86
C 0.849 -0.567 -0.654 0.34 -1.27 -0.73
C -0.009 -1.820 -0.567 -1.27 -0.57 0.81
N 1.986 -0.786 -1.565 0.44 -0.85 -0.16
H 0.451 2.256 0.913 -0.04 0.18 0.07
H -0.922 1.810 1.945 0.48 -0.31 0.64
H -0.847 1.241 0.349 0.18 -0.47 -0.16
H 2.289 0.424 0.599 0.22 -0.25 -0.36
H 1.766 -1.153 1.248 0.22 -0.16 -0.41
H 0.316 0.268 -1.115 -0.23 0.05 0.49
H -0.803 -1.759 0.192 0.02 0.54 -0.04
H 0.528 -2.700 -0.193 0.59 0.20 -0.33
H -0.546 -2.124 -1.466 0.30 0.28 -0.28
H 2.544 -1.546 -1.163 0.19 0.36 0.20
H 1.662 -1.283 -2.404 -0.24 0.51 0.06
C -2.385 2.574 -2.446 -0.18 0.23 0.35
O -1.705 2.393 -3.656 -0.07 -0.04 0.20
C -0.303 2.394 -3.540 0.94 -0.32 -0.78
C 0.244 2.084 -4.934 0.00 -0.11 -1.26
C -0.178 0.709 -5.419 -0.23 -0.68 0.78
N 1.693 2.235 -5.025 0.44 0.21 1.28
H -2.182 1.808 -1.691 0.40 -0.18 -0.06
H -3.460 2.512 -2.614 0.02 0.14 -0.31
H -2.147 3.547 -2.006 -0.03 0.10 0.06
H 0.159 3.329 -3.210 -0.46 0.32 0.15
H 0.062 1.620 -2.852 -0.20 -0.17 0.16
H -0.192 2.814 -5.628 -0.06 0.08 0.21
H 0.399 0.371 -6.278 -0.22 0.33 -0.36
H -1.255 0.661 -5.594 0.13 -0.14 -0.14
H 0.082 -0.030 -4.648 -0.19 0.01 0.07
H 2.117 1.811 -4.198 0.05 0.41 0.00
H 2.100 1.724 -5.795 -0.34 -0.02 -0.30
C -3.626 0.798 1.393 0.36 0.00 1.45
O -4.932 0.528 0.982 -0.28 -0.26 -0.05
C -5.854 1.505 1.412 0.21 1.35 -1.22
C -7.161 1.465 0.589 0.17 -1.19 1.99
C -6.982 1.355 -0.894 0.24 0.59 -0.12
N -7.987 2.607 0.972 0.07 0.42 -0.56
H -3.497 0.712 2.485 -0.33 -0.28 0.12
H -3.301 1.836 1.251 -0.07 -0.02 -0.84
H -2.949 0.051 0.986 -0.01 0.32 -0.33
H -6.040 1.481 2.490 -0.07 -0.25 0.06
H -5.408 2.484 1.176 -0.02 0.15 0.27
H -7.645 0.536 0.925 -0.07 -0.15 -0.20
H -6.135 0.717 -1.141 -0.36 -0.40 0.01
H -6.729 2.320 -1.345 -0.28 0.11 0.07
H -7.941 0.992 -1.264 0.28 -0.07 -0.59
H -8.716 2.732 0.279 0.00 0.10 0.04
H -8.450 2.520 1.866 0.15 -0.26 0.07
C -3.240 -1.040 -1.227 -0.39 0.00 0.30
O -3.065 -1.929 -2.298 0.80 0.01 -0.26
C -4.104 -2.846 -2.506 0.35 -0.95 -0.55
C -4.141 -3.989 -1.501 -0.67 0.28 1.95
C -2.900 -4.876 -1.353 -0.32 0.80 -0.25
N -5.349 -4.823 -1.603 0.17 -0.01 -0.63
H -3.205 -1.531 -0.248 -0.03 -0.19 -0.11
H -4.201 -0.515 -1.288 0.03 0.00 -0.06
H -2.437 -0.304 -1.237 0.05 -0.09 -0.26
H -5.049 -2.290 -2.544 -0.22 -0.29 0.08
H -3.929 -3.354 -3.463 0.00 0.59 -0.28
H -4.252 -3.483 -0.530 0.15 -0.10 0.07
H -2.063 -4.241 -1.059 0.18 -0.12 -0.22
H -2.677 -5.412 -2.278 0.13 -0.01 -0.02
H -3.065 -5.586 -0.544 -0.09 -0.09 -0.05
H -6.066 -4.349 -2.144 -0.05 -0.02 0.12
H -5.140 -5.679 -2.106 -0.01 0.02 -0.03
C 0.222 -3.349 -4.002 -0.20 -0.07 0.35
O 1.381 -2.556 -3.893 -0.02 0.52 -0.08
C 2.512 -3.070 -4.568 -0.11 -0.69 0.32
C 3.730 -2.199 -4.285 -0.89 -0.21 -1.34
C 3.531 -0.805 -4.866 0.65 0.11 -0.11
N 4.899 -2.854 -4.910 -0.22 0.32 0.88
H 0.265 -4.151 -3.257 0.01 -0.30 -0.28
H 0.078 -3.731 -5.016 0.16 -0.16 0.01
H -0.661 -2.756 -3.757 0.17 0.26 0.00
H 2.741 -4.086 -4.219 -0.10 -0.01 0.06
H 2.262 -3.149 -5.635 0.30 0.20 -0.12
H 3.794 -2.133 -3.198 0.52 -0.12 0.03
H 3.279 -0.824 -5.930 -0.37 -0.28 0.06
H 4.523 -0.340 -4.875 -0.21 0.46 0.40
H 2.804 -0.209 -4.316 0.12 0.02 -0.03
H 5.555 -2.108 -5.105 0.30 -0.29 -0.17
H 4.652 -3.292 -5.788 -0.08 0.10 -0.06
N 2.854 1.460 3.169 0.31 -0.09 -0.45
C 3.672 0.478 3.582 0.09 -1.23 0.88
N 4.289 0.729 4.780 0.17 0.19 -0.19
O 3.791 -0.626 3.040 -0.31 0.49 0.00
H 2.254 1.246 2.388 -0.12 0.39 0.13
H 2.945 2.365 3.586 -0.42 0.20 -0.20
H 4.760 -0.022 5.246 0.21 0.00 -0.13
H 4.328 1.655 5.160 -0.01 -0.03 0.22
N 4.634 -2.858 1.148 -0.44 0.52 0.66
C 3.944 -3.899 0.622 1.21 -0.52 -1.07
N 2.817 -4.231 1.303 -0.26 -0.07 -0.15
O 4.326 -4.527 -0.367 -0.37 0.30 0.51
H 4.235 -2.351 1.923 0.24 0.26 0.04
H 5.487 -2.509 0.760 -0.02 -0.27 -0.36
H 2.376 -5.078 0.996 -0.26 0.13 0.19
H 2.475 -3.664 2.054 -0.18 -0.22 0.17
```
Forces are in eV/Å.

Properties
Frontier orbital gap in eV: 9.100
2S+1: 1
SMILES: COC[C@H](C)N.COC[C@H](C)N.COC[C@H](C)N.COC[C@H](C)N.COC[C@H](C)N.COC[C@H](C)N.COC[C@H](C)N.COC[C@H](C)N.NC(N)=O.NC(N)=O
Total energy in eV: -75168.738

Atom charges from the Mulliken analysis, given in e for atoms 1 to 4: -0.258 -0.442 0.518 0.005


No. 2
Entry from the OMol25 dataset: the molecule C7H12 (wB97M-V/def2-TZVPD).

Structure (XYZ):
```
19
Properties=species:S:1:pos:R:3:forces:R:3
C -1.005 2.033 2.487 0.00 0.02 0.02
C -1.431 1.152 1.338 0.00 -0.21 -0.04
C -1.053 -0.082 1.119 -0.04 0.01 -0.02
C -0.583 -1.246 0.746 -0.09 0.33 0.00
C 0.625 -1.290 -0.179 0.07 -0.03 -0.04
C 0.331 -0.615 -1.526 -0.03 -0.01 -0.01
C 1.540 -0.597 -2.457 0.05 -0.01 -0.01
H -0.658 1.453 3.350 -0.08 0.11 -0.22
H -1.843 2.670 2.794 0.18 -0.13 0.06
H -0.192 2.697 2.167 -0.14 -0.08 0.09
H -2.102 1.606 0.606 0.08 -0.12 0.10
H -1.079 -2.178 1.022 0.11 0.27 0.01
H 1.475 -0.772 0.289 -0.16 -0.19 -0.06
H 0.923 -2.335 -0.338 0.00 0.20 0.01
H -0.006 0.413 -1.329 0.07 -0.19 -0.04
H -0.513 -1.127 -2.006 0.12 0.06 0.05
H 2.376 -0.054 -1.999 -0.13 -0.08 -0.08
H 1.888 -1.615 -2.673 -0.05 0.15 0.02
H 1.306 -0.112 -3.411 0.04 -0.09 0.17
```
Forces are in eV/Å.

Properties
Frontier orbital gap in eV: 10.289
2S+1: 1
SMILES: CC=C=CCCC
Total energy in eV: -7451.998

Atom charges from the Mulliken analysis, given in e for atoms 1 to 4: -0.990 -0.282 0.111 -0.555


No. 3
Entry from the OMol25 dataset: a structure of composition C17H41As3IrNO4SSi (wB97M-V/def2-TZVPD).

Structure (XYZ):
```
69
Properties=species:S:1:pos:R:3:forces:R:3
Ir 0.618 0.372 0.384 -2.09 -0.10 -1.20
O 1.262 -3.249 0.696 -0.09 0.13 0.46
S 0.280 -2.316 0.253 -0.72 -2.96 -1.20
O -0.977 -3.018 -0.257 1.43 -0.36 1.00
O 0.769 -1.486 -0.898 1.08 0.57 0.58
O -0.205 -1.352 1.312 1.18 1.57 0.28
C -2.644 1.398 2.084 0.24 -0.35 -0.03
As -1.386 1.766 0.653 0.49 0.54 0.63
C -0.980 3.629 1.061 0.11 -0.14 0.08
C -2.466 2.227 -0.948 0.49 -0.42 -0.21
C -3.349 1.314 -1.810 -0.29 0.27 -0.44
C -4.359 0.548 -0.943 0.14 0.40 0.03
C -2.566 0.361 -2.706 -0.31 -1.08 1.83
As -1.994 -1.534 -1.191 -1.03 2.94 -2.47
C -1.499 -2.197 -2.961 0.55 -0.83 0.34
C -3.704 -2.486 -1.012 0.11 -0.29 -0.11
C -4.145 2.295 -2.711 -0.08 0.18 0.32
As -3.027 3.409 -3.903 -0.11 0.07 0.02
C -3.083 5.092 -2.876 -0.02 0.01 -0.02
C -4.482 3.904 -5.125 -0.02 0.02 -0.03
H -3.538 2.006 1.961 0.01 0.04 -0.09
H -2.151 1.650 3.022 0.00 0.00 -0.01
H -2.904 0.342 2.097 -0.02 0.00 -0.04
H -1.891 4.226 1.053 -0.02 0.00 -0.03
H -0.274 4.015 0.326 -0.03 0.00 -0.02
H -0.518 3.681 2.044 -0.05 -0.01 -0.01
H -1.715 2.671 -1.611 0.03 0.12 0.10
H -3.076 3.042 -0.550 0.04 0.01 0.13
H -3.849 -0.236 -0.380 -0.27 0.38 0.14
H -5.112 0.072 -1.573 0.00 0.01 0.01
H -4.873 1.215 -0.243 -0.07 0.01 -0.02
H -1.647 0.816 -3.090 0.04 -0.10 -0.01
H -3.196 0.027 -3.535 0.07 -0.02 -0.07
H -2.369 -2.245 -3.613 -0.01 0.06 0.12
H -1.069 -3.192 -2.844 0.05 -0.13 -0.15
H -0.749 -1.542 -3.401 -0.06 0.02 0.07
H -4.457 -2.027 -1.647 0.05 -0.12 -0.04
H -4.034 -2.458 0.025 0.00 0.02 0.00
H -3.552 -3.526 -1.302 0.02 0.02 -0.01
H -4.786 2.958 -2.111 -0.01 0.06 -0.09
H -4.802 1.709 -3.356 0.04 -0.02 -0.04
H -2.346 5.089 -2.073 0.00 -0.02 -0.01
H -4.075 5.256 -2.451 0.00 -0.01 0.00
H -2.851 5.917 -3.550 0.02 0.00 0.01
H -4.743 3.054 -5.756 0.02 -0.02 0.02
H -4.166 4.724 -5.769 0.03 -0.01 0.01
H -5.363 4.215 -4.562 0.01 -0.01 0.00
C 4.691 2.026 2.895 -0.09 -0.15 -0.03
Si 3.027 2.285 2.054 0.17 0.31 0.05
C 3.364 3.309 0.512 -0.09 -0.15 -0.03
C 1.890 3.231 3.224 -0.02 -0.07 -0.05
C 2.295 0.624 1.635 -1.09 0.12 -0.12
H 5.151 2.983 3.152 -0.03 0.00 -0.01
H 5.375 1.492 2.230 0.01 0.01 0.04
H 4.593 1.440 3.812 0.01 0.01 -0.02
H 3.985 4.178 0.739 -0.02 -0.02 0.04
H 2.438 3.659 0.053 0.02 0.04 0.00
H 3.892 2.702 -0.229 0.01 0.06 0.01
H 2.447 3.646 4.067 0.00 -0.02 -0.02
H 1.116 2.572 3.625 0.01 0.03 0.02
H 1.397 4.061 2.715 0.06 0.00 0.04
H 1.989 0.088 2.538 0.15 0.04 0.08
H 3.010 -0.017 1.098 -0.06 -0.01 -0.10
C 1.220 1.636 -3.733 0.03 0.03 -0.09
C 1.164 1.686 -2.287 0.09 0.52 -0.13
N 1.119 1.740 -1.141 0.02 -1.26 0.38
H 0.910 0.642 -4.056 -0.02 0.00 0.03
H 2.238 1.826 -4.071 0.00 0.00 0.02
H 0.543 2.375 -4.159 -0.07 -0.01 0.04
```
Forces are in eV/Å.

Properties
Frontier orbital gap (spin up / spin down) in eV: 4.964 / 4.959
2S+1: 1
Total energy in eV: -232038.242

Atom charges from the Mulliken analysis, given in e for atoms 1 to 4: 1.205 -0.641 0.960 -0.761


No. 4
Entry from the OMol25 dataset: a cluster of 3 separate species, H2N2O2 in total (wB97M-V/def2-TZVPD).

Structure (XYZ):
```
6
Properties=species:S:1:pos:R:3:forces:R:3
N -3.758 0.080 0.288 -2.23 0.52 -1.99
N 4.153 0.356 -0.336 -2.81 -0.04 4.31
O 3.725 1.284 0.349 1.74 -3.86 -2.73
O 3.618 -1.456 0.426 1.30 3.86 -1.58
H -3.165 -0.572 -0.250 -0.17 0.18 0.05
H -4.573 0.308 -0.478 2.17 -0.66 1.94
```
Forces are in eV/Å.

Properties
Total charge: -2
Frontier orbital gap (spin up / spin down) in eV: 5.663 / 5.662
2S+1: 1
Total energy in eV: -7098.705

Atom charges from the Mulliken analysis, given in e for atoms 1 to 4: -0.567 0.084 -0.271 -0.814